Entry from OMol25: a 8-piece molecular cluster, C37H61N3O15 overall in a non-equilibrium geometry (ωB97M-V with the def2-TZVPD basis set).

Geometry as XYZ:
```
116
Properties=species:S:1:pos:R:3:forces:R:3
O 6.5064 -5.9769 0.1332 -0.937 -0.273 0.407
N 5.3551 -5.6693 0.4414 1.264 0.120 -0.131
O 4.4866 -6.4468 0.8054 0.511 0.743 -0.245
C 5.0728 -4.2248 0.2937 -0.886 1.000 -0.572
C 6.0828 -3.2709 0.0484 -0.287 -1.455 0.657
C 5.7335 -1.9698 -0.2565 -0.736 -1.933 -0.066
C 4.4151 -1.6531 -0.4801 -0.067 2.374 -0.225
C 3.4458 -2.5689 -0.2917 -1.062 -1.295 1.293
C 3.7414 -3.8495 0.1807 0.782 0.073 -0.980
H 7.0889 -3.6518 0.1292 0.256 0.393 -0.063
H 6.4593 -1.2698 -0.4268 1.847 1.651 -0.272
H 4.0725 -0.6203 -0.7333 0.746 -1.067 0.106
H 2.4298 -2.2446 -0.3426 -0.635 -0.027 -0.305
H 3.0054 -4.6119 0.2360 -0.688 -0.398 0.380
O 0.7711 -0.1657 0.4716 0.100 1.180 -0.505
N 1.3656 0.8099 -0.0028 -0.491 -1.042 0.450
O 2.5629 0.7971 -0.1747 0.161 0.591 -0.385
C 0.5968 2.0109 -0.3730 -1.494 0.649 0.291
C 1.1822 3.2950 -0.4279 1.834 -2.546 0.256
C 0.4228 4.3928 -0.6781 -0.695 0.068 0.024
C -0.9574 4.2099 -0.8025 -0.416 1.917 -0.072
C -1.5745 2.9989 -0.6814 1.346 -1.465 0.042
C -0.7866 1.8546 -0.4901 0.310 -0.798 0.017
H 2.2643 3.2458 -0.2372 -0.444 0.706 -0.182
H 0.8456 5.3868 -0.7175 0.064 -0.063 -0.062
H -1.5724 5.1060 -0.9662 0.210 -0.483 -0.002
H -2.6175 2.8642 -0.7463 -1.069 0.174 -0.176
H -1.2102 0.8241 -0.4398 0.287 1.108 -0.107
O 1.4495 1.6730 5.7244 0.129 -0.224 0.081
N 0.3973 1.1500 5.4271 -0.810 1.263 -0.392
O -0.6955 1.7386 5.5260 1.375 -1.310 -0.077
C 0.4524 -0.2176 4.8161 -0.570 2.887 1.038
C 1.5903 -0.6300 4.1953 1.120 0.678 0.503
C 1.5063 -1.8556 3.6210 -0.096 -1.919 -0.530
C 0.3346 -2.6489 3.7203 0.910 -1.270 -1.336
C -0.7660 -2.1619 4.3490 -1.749 0.172 0.309
C -0.7114 -0.8725 4.8510 -3.047 -0.859 0.614
H 2.4805 0.0135 4.2550 -0.459 -0.532 -0.339
H 2.3594 -2.2864 3.1214 0.123 0.049 -0.172
H 0.2682 -3.6530 3.2113 0.377 1.195 0.694
H -1.7605 -2.6600 4.4404 1.220 -0.009 -0.331
H -1.6786 -0.4445 5.2340 1.525 -0.160 -0.161
C -5.7223 3.6235 -2.7149 -0.761 -0.276 -0.289
C -4.4410 3.7329 -3.4975 -0.298 -0.080 -0.259
C -4.2854 3.0745 -4.8397 -0.001 -0.887 -0.026
O -3.5012 4.3779 -3.1079 0.290 0.409 0.728
H -6.4747 4.3168 -3.2100 0.789 -0.696 0.865
H -5.5318 3.8352 -1.6499 -0.271 0.319 -0.562
H -6.1387 2.5946 -2.7816 0.210 0.611 -0.094
H -3.2090 2.9158 -4.8859 -0.089 -0.300 -0.418
H -4.5428 3.7593 -5.6307 -0.172 0.434 -0.261
H -4.8544 2.1425 -5.0237 0.292 0.456 0.349
C -0.2856 2.2842 -4.1935 -0.836 -0.818 0.569
O 0.9867 2.1506 -4.7352 1.037 -0.653 0.512
C 1.8676 1.4372 -3.8298 -0.296 -0.485 -1.067
C 1.5879 -0.0943 -3.7920 0.511 0.692 0.418
O 2.0495 -0.7194 -4.9982 -0.445 0.384 0.374
C 3.4347 -1.0222 -4.9420 -0.820 -0.933 0.132
H -0.9968 2.5307 -4.9864 0.268 0.461 0.156
H -0.2982 2.9652 -3.3349 -0.137 0.411 -0.288
H -0.6602 1.3295 -3.7799 0.077 0.080 -0.126
H 1.8344 1.8762 -2.8246 -0.035 -0.008 -0.119
H 2.8668 1.5574 -4.2668 -0.182 0.210 0.290
H 0.5083 -0.2752 -3.6459 0.522 -0.232 -0.340
H 2.1177 -0.4993 -2.8791 -0.366 0.117 -0.818
H 3.5119 -1.8282 -4.1967 0.691 0.358 0.136
H 4.0318 -0.1455 -4.7298 0.321 0.120 0.311
H 3.7668 -1.4485 -5.8910 -0.299 0.215 -0.071
C 0.5746 3.0804 2.6953 0.515 0.532 -0.104
O 1.8861 2.5795 2.4905 0.156 0.136 -0.598
C 2.8225 3.4744 3.0409 0.356 0.371 0.195
C 4.2583 2.9809 3.0285 -0.488 -0.771 0.877
O 4.9284 3.1915 1.8306 0.403 1.562 0.349
C 5.1798 2.0771 1.0900 0.812 -1.972 -0.396
H -0.0794 2.3947 2.1932 -0.596 -0.543 0.320
H 0.4137 4.0411 2.1793 0.263 -0.009 0.191
H 0.4051 3.2288 3.7713 -0.335 -0.218 -0.272
H 2.5549 3.5848 4.0631 -0.160 0.077 1.427
H 2.7229 4.5057 2.6605 0.150 -0.322 -0.566
H 4.2499 1.9004 3.3530 0.075 0.755 -0.512
H 4.8279 3.5062 3.8068 -0.297 0.097 -0.039
H 5.7179 1.2751 1.6525 -0.249 0.441 0.024
H 5.8440 2.3072 0.2560 -0.267 0.285 -0.102
H 4.2488 1.6531 0.7618 -0.247 -0.381 -0.514
C -2.5811 -0.2070 1.7901 0.191 -1.874 -0.282
O -3.7418 -1.1224 1.6557 2.588 1.394 -1.096
C -4.3023 -1.3530 2.8748 -1.978 0.105 2.064
C -5.4056 -2.3962 2.6788 -0.766 0.162 -0.461
O -4.9757 -3.7262 2.5901 0.239 -0.541 0.473
C -5.0700 -4.3824 3.8398 1.388 -0.705 -0.355
H -2.6226 0.6185 1.1182 -0.655 0.496 -0.682
H -1.5943 -0.7157 1.5553 -1.238 0.212 0.522
H -2.5983 0.1838 2.7913 0.320 0.181 0.481
H -4.8323 -0.4190 3.2727 0.638 -0.820 -0.354
H -3.5915 -1.6663 3.6874 -0.325 0.080 -0.741
H -5.8919 -2.2104 1.7037 0.172 0.335 0.409
H -6.1917 -2.3569 3.4534 0.290 0.432 -0.102
H -4.4756 -3.8649 4.6137 -0.045 -0.242 -0.181
H -4.6907 -5.4106 3.6777 -0.005 0.602 0.241
H -6.0724 -4.4823 4.2061 -0.889 0.193 0.055
C -0.0247 -3.7379 -2.4595 -0.221 0.088 0.821
O -0.8690 -2.6163 -2.4923 -0.567 -0.524 0.334
C -1.9042 -2.8043 -1.5164 1.087 2.039 -1.043
C -3.0626 -1.9296 -1.9255 0.597 0.110 0.880
O -2.7288 -0.5143 -1.9750 0.233 -1.944 1.361
C -3.5808 0.1381 -2.8264 -0.409 1.356 -0.900
H 0.4554 -3.8411 -1.4664 0.010 0.023 -0.313
H 0.7025 -3.6066 -3.2206 0.804 0.030 -0.622
H -0.5992 -4.6427 -2.6443 -0.021 -0.318 -0.120
H -1.4464 -2.6100 -0.5548 -0.285 0.230 0.594
H -2.2855 -3.7941 -1.5355 -0.268 -1.256 -0.013
H -3.8345 -2.1835 -1.1771 -0.266 0.684 -0.415
H -3.3247 -2.3176 -2.9161 -0.314 0.451 -0.040
H -4.6354 0.1137 -2.5644 -0.344 -0.115 0.558
H -3.5167 -0.3527 -3.7788 -0.003 0.080 -1.045
H -3.2993 1.2111 -2.9251 0.096 -0.752 0.121
```
Positions in Å, forces in eV/Å.

## Properties
Structure (SMILES) = O=[N+]([O-])c1ccccc1.O=[N+]([O-])c1ccccc1.O=[N+]([O-])c1ccccc1.CC(C)=O.COCCOC.COCCOC.COCCOC.COCCOC
E_HOMO = -9.21 eV
Frontier orbital gap = 8.50 eV
Total charge = 0

Atom charges from the Löwdin analysis, given in e for atoms 1 to 2:
1 O 0.063
2 N -0.340